Entry 1:
Molecular formula: C19H37O21Tl
Method: DFT, ωB97M-V with the def2-TZVPD basis set

Last column: Löwdin charge in e.
Positions of all 78 atoms, in Å:
Tl1 -14.11137 17.69283 -6.19714  1.17
O1 -18.29800 19.38347 -4.04504  0.19
C1 -17.17348 18.85722 -4.62115  -0.65
O2 -16.91248 17.67711 -4.50758  0.23
O3 -16.29683 19.40621 -5.35086  0.13
H1 -18.67176 18.50974 -3.90905  0.10
C2 -17.27773 21.61726 -7.53006  0.00
O4 -17.08908 21.10868 -8.83979  0.02
C3 -16.33327 20.01674 -9.07172  -0.46
O5 -15.80993 19.31320 -8.23982  0.08
O6 -16.05726 19.89562 -10.45970  0.00
C4 -16.36792 20.99244 -11.30460  -0.06
H2 -16.72513 21.28514 -6.65117  0.08
H3 -18.31620 21.59675 -7.19951  0.08
H4 -17.10573 22.68183 -7.68877  0.12
H5 -17.19421 20.78489 -11.98451  0.10
H6 -15.52532 21.10761 -11.98639  0.10
H7 -16.52882 21.99678 -10.91281  0.10
C5 -19.55469 12.56819 -0.27686  -0.03
O7 -19.75387 13.96101 -0.08303  0.02
C6 -19.46995 14.83599 -1.09137  -0.52
O8 -18.90736 14.52567 -2.12557  0.14
O9 -19.65188 16.10515 -0.68077  0.03
C7 -18.99036 17.20467 -1.37949  -0.02
H8 -19.50732 12.22842 -1.31147  0.10
H9 -20.27822 11.99242 0.30026  0.10
H10 -18.60420 12.33294 0.20201  0.10
H11 -19.21373 17.42183 -2.42402  0.06
H12 -17.90872 17.06994 -1.37475  0.10
H13 -19.11510 18.12470 -0.80845  0.11
C8 -13.96562 22.67850 -5.00744  -0.01
O10 -13.58523 22.78621 -6.41120  0.00
C9 -13.32722 21.70436 -7.21384  -0.51
O11 -13.60211 20.55370 -6.89532  -0.03
O12 -12.68071 22.09900 -8.32759  0.03
C10 -12.47114 21.22523 -9.38765  -0.05
H14 -14.76078 21.93694 -4.93060  0.06
H15 -14.23207 23.65107 -4.59369  0.10
H16 -13.19358 22.34626 -4.31341  0.10
H17 -13.38954 20.98424 -9.92297  0.09
H18 -11.80823 20.38016 -9.20196  0.11
H19 -11.98634 21.77158 -10.19670  0.11
C11 -18.25821 14.91341 -5.58951  0.00
O13 -18.17964 14.59872 -7.03915  0.01
C12 -17.18721 15.19301 -7.79753  -0.45
O14 -16.29478 15.95021 -7.32564  -0.04
O15 -17.39792 14.78705 -9.07549  0.03
C13 -16.49916 15.08636 -10.06466  -0.07
H20 -18.73049 14.02383 -5.17271  0.10
H21 -18.97762 15.71168 -5.40700  0.09
H22 -17.32242 15.13250 -5.07533  0.08
H23 -16.82903 14.65132 -11.00808  0.11
H24 -15.51229 14.63723 -9.95297  0.11
H25 -16.45702 16.15997 -10.24820  0.10
C14 -22.79133 24.34088 -4.34154  0.01
O16 -21.66783 24.31155 -5.25324  0.03
C15 -21.12627 23.26761 -5.84518  -0.54
O17 -20.07856 23.26699 -6.50098  0.14
O18 -21.78483 22.13025 -5.56337  0.01
C16 -21.16694 20.88037 -5.69278  -0.05
H26 -23.65427 24.07674 -4.95281  0.10
H27 -22.99927 25.28054 -3.82977  0.11
H28 -22.73725 23.53988 -3.60427  0.10
H29 -21.22917 20.45771 -6.69556  0.11
H30 -21.45153 20.11955 -4.96597  0.10
H31 -20.14217 20.96235 -5.33053  0.06
C17 -18.19555 22.37707 -3.18433  0.00
O19 -17.97336 23.79503 -3.22869  0.04
C18 -18.73185 24.55843 -2.52010  -0.61
O20 -19.68578 24.31232 -1.77742  0.15
O21 -18.22826 25.75618 -2.74911  0.04
C19 -18.76428 26.89177 -2.13664  -0.03
H32 -19.16404 22.26937 -3.67271  0.09
H33 -18.12088 21.96572 -2.17769  0.11
H34 -17.42833 21.95846 -3.83567  0.08
H35 -19.15026 26.71098 -1.13342  0.11
H36 -19.55867 27.28324 -2.77209  0.11
H37 -18.03553 27.69787 -2.05172  0.11

Values from the calculation:
Relative energy (zero: lowest compared OMol25 entry of this formula, charge and spin) = 71.8 kcal per mole
Largest force on an atom = 3.82 eV Å⁻¹
Charge = +2
E_tot = -2497.8163 hartree

=====

Entry 2:
Molecular formula: C19H37O9Rb2
Method: DFT, ωB97M-V with the def2-TZVPD basis set

Last column: natural (NBO) charge in e.
Positions of all 67 atoms, in Å:
Rb1 -4.73754 -1.57840 2.18361  0.55
Rb2 -4.32708 0.66038 -1.71919  0.50
O1 -0.51474 -0.39457 0.94436  -0.72
C1 -1.56168 -0.05441 0.17215  0.94
O2 -1.27955 0.37020 -0.97152  -0.84
O3 -2.73811 -0.21121 0.56974  -0.89
H1 0.06056 -0.29193 0.18273  0.49
C2 -0.54558 -2.41341 4.28188  -0.73
C3 -1.00757 -2.90233 2.93444  0.64
O4 -2.17284 -3.07011 2.80399  -0.61
C4 0.09788 -3.33197 1.93437  -0.72
H2 0.34253 -2.93568 4.63768  0.23
H3 -1.40704 -2.49060 4.94523  0.23
H4 -0.34117 -1.34907 4.16572  0.25
H5 -0.34848 -3.65551 0.99406  0.23
H6 0.66891 -4.12124 2.42332  0.23
H7 0.63324 -2.38816 1.83087  0.24
C5 3.00269 1.35626 0.58224  -0.74
C6 3.73208 1.75512 1.85793  0.60
O5 3.34515 1.41570 2.95299  -0.55
C7 4.95038 2.66752 1.69247  -0.73
H8 3.62051 0.85261 -0.16122  0.25
H9 2.64197 2.31469 0.20889  0.23
H10 2.13479 0.78431 0.91045  0.23
H11 5.75839 2.38245 2.36622  0.24
H12 4.70110 3.70140 1.93131  0.24
H13 5.31826 2.61675 0.66768  0.22
C8 1.12299 1.89052 -2.38872  -0.71
C9 0.51363 3.26791 -2.24332  0.59
O6 0.77474 4.13452 -3.08798  -0.55
C10 -0.32730 3.57905 -1.03917  -0.72
H14 0.35530 1.19744 -2.73277  0.24
H15 1.57066 1.47366 -1.48654  0.21
H16 1.86697 1.92672 -3.18452  0.24
H17 -0.55951 4.63824 -1.14995  0.23
H18 0.22777 3.42147 -0.11442  0.23
H19 -1.31924 3.13251 -1.10831  0.23
C11 -2.01299 -2.83628 -1.80545  -0.71
C12 -1.33292 -3.18165 -3.07121  0.59
O7 -1.09108 -4.34732 -3.40811  -0.55
C13 -0.87331 -2.00992 -3.89293  -0.73
H20 -1.25262 -2.47812 -1.11144  0.24
H21 -2.52005 -3.73082 -1.44382  0.24
H22 -2.84644 -2.17017 -2.02851  0.22
H23 -0.14382 -2.37451 -4.61612  0.24
H24 -0.37933 -1.28926 -3.24122  0.24
H25 -1.63036 -1.50739 -4.49496  0.24
C14 -3.60237 2.23963 2.52752  -0.72
C15 -4.48682 3.39735 2.07751  0.59
O8 -4.51596 4.48988 2.64920  -0.54
C16 -5.17782 3.18100 0.77160  -0.73
H26 -2.75010 2.21748 1.84838  0.25
H27 -4.08401 1.26595 2.43764  0.20
H28 -3.27072 2.47400 3.53904  0.24
H29 -4.35210 3.12351 0.06239  0.21
H30 -5.85020 4.00496 0.53263  0.24
H31 -5.74215 2.25028 0.82977  0.22
C17 2.21258 -1.65547 -0.92316  -0.72
C18 3.43735 -1.65882 -1.86389  0.59
O9 3.66835 -0.62659 -2.54319  -0.56
C19 4.43139 -2.82697 -1.89634  -0.72
H32 1.60311 -2.52586 -1.16621  0.23
H33 1.66001 -0.71843 -0.99201  0.23
H34 2.57534 -1.78639 0.09634  0.23
H35 5.32925 -2.57893 -2.46239  0.24
H36 3.99197 -3.72366 -2.33333  0.24
H37 4.75274 -2.96830 -0.86442  0.23

Values from the calculation:
Relative energy (zero: lowest compared OMol25 entry of this formula, charge and spin) = 0.0 kcal per mole
Largest force on an atom = 3.58 eV Å⁻¹
Expectation value of S² = 0.75
Multiplicity = 2
E_tot = -1471.4522 hartree

=====

Question: Among the records above, which one has the lowest E_tot?
Answer: C19H37O21Tl

=====

Question: Which formula does entry 2 have?
Answer: C19H37O9Rb2

=====

Question: Among the records above, which one has the lowest largest force on an atom?
Answer: C19H37O9Rb2